1.
Formula: C60H150N10O20
Source: OMol25
Level of theory: the ωB97M-V functional and the def2-TZVPD basis

```
240
Properties=species:S:1:pos:R:3:forces:R:3
C 0.99492 8.78210 6.37122 1.1 1.4 0.5
O 2.04276 8.49365 5.43922 -1.6 -0.8 -0.6
C 1.59281 7.47577 4.53230 0.2 -0.1 -0.2
C 0.61243 7.99267 3.43977 -0.4 -0.2 2.8
N 1.11999 9.06190 2.64315 -0.6 0.0 -1.3
C 2.01391 8.54904 1.65651 0.4 0.0 -1.8
C 2.63597 9.59740 0.70112 0.1 -0.2 1.1
O 3.52210 10.30617 1.52016 1.6 0.4 0.5
C 4.25552 11.37740 0.92223 -1.2 -0.1 0.7
H 0.20453 9.47077 6.07270 0.0 0.1 -0.9
H 1.56737 9.36821 7.09015 -0.4 -0.3 0.7
H 0.45237 7.93710 6.79515 0.6 -0.5 0.1
H 1.16185 6.68026 5.14019 -0.5 -0.1 0.0
H 2.46093 6.98132 4.09643 0.3 0.5 -0.2
H -0.28882 8.32262 3.95646 0.0 0.4 0.3
H 0.18431 7.10900 2.96652 0.6 0.1 -1.1
H 1.60097 9.78922 3.15281 -0.1 -0.2 0.5
H 1.54274 7.82092 0.99626 -0.7 0.0 0.1
H 2.78676 7.95987 2.15016 0.8 0.2 -0.3
H 1.98860 10.34892 0.24922 -0.9 -0.3 0.0
H 3.11252 9.06775 -0.12379 0.4 -0.1 -0.1
H 3.50551 12.04090 0.49170 0.2 0.2 -0.7
H 5.02880 11.05167 0.22651 -0.1 -0.1 -0.2
H 4.69718 11.97160 1.72221 0.2 -0.3 0.1
C -8.23128 5.61963 1.92564 0.4 -2.2 0.8
O -8.44287 4.58092 2.94014 0.0 2.2 0.1
C -9.16880 5.15715 4.03533 0.5 -1.8 1.5
C -8.92333 4.11086 5.24832 -1.1 1.5 -0.7
N -9.10783 2.75830 4.79731 0.9 -0.1 0.7
C -10.43136 2.40373 4.33975 0.1 -0.1 0.1
C -10.68567 0.92330 4.29707 0.1 -1.0 -1.2
O -10.09272 0.31499 3.15834 0.4 0.4 0.1
C -8.80553 -0.20346 3.35236 0.7 -0.2 -1.5
H -7.50775 6.35378 2.28009 -0.4 0.4 0.2
H -9.22100 5.99313 1.66283 0.3 0.4 -0.4
H -7.71599 5.04508 1.15591 -0.4 0.4 -0.5
H -10.21739 5.26139 3.75664 -0.3 -0.3 0.1
H -8.87324 6.15696 4.35335 0.7 0.1 -0.3
H -9.57266 4.33871 6.09364 -0.3 0.1 -0.1
H -7.91972 4.21118 5.66160 0.2 0.1 -0.4
H -8.46885 2.77297 4.01527 0.0 -0.9 -0.4
H -10.52081 2.78689 3.32324 -0.8 0.1 -0.1
H -11.20383 2.76474 5.01876 0.1 0.7 0.0
H -11.73473 0.71946 4.08252 -0.3 0.3 0.6
H -10.33193 0.34900 5.15331 -0.2 0.4 0.5
H -8.84685 -1.21480 3.75681 0.1 -0.1 0.2
H -8.02935 0.38762 3.83844 -0.6 0.4 0.8
H -8.40013 -0.22308 2.34075 0.1 -0.6 -0.2
C -3.97996 -3.21223 -13.61988 0.0 -1.1 0.2
O -3.14950 -4.09264 -12.85138 -0.4 -0.5 1.0
C -3.76914 -4.66993 -11.63967 1.4 2.3 0.3
C -3.37169 -3.80380 -10.37667 -1.3 -0.5 -1.7
N -4.01896 -4.44914 -9.24505 1.2 0.3 -0.8
C -3.60913 -3.86216 -8.00780 -0.5 0.6 2.0
C -3.78732 -2.33247 -7.70488 -1.5 0.5 1.3
O -5.19227 -1.93671 -7.25624 0.7 0.2 -1.8
C -5.35829 -0.50754 -7.06832 1.4 -0.5 0.3
H -3.43828 -2.84844 -14.49300 0.4 -0.1 0.3
H -4.35610 -2.34784 -13.07266 0.0 -0.1 0.3
H -4.79304 -3.81926 -14.01801 -0.5 0.2 0.0
H -3.39088 -5.65644 -11.37169 0.1 -0.1 -0.9
H -4.85717 -4.67686 -11.70481 -0.1 -0.1 -0.3
H -3.77510 -2.80044 -10.51314 0.1 0.4 -0.2
H -2.29037 -3.68851 -10.30210 0.0 -0.5 0.2
H -5.00040 -4.49467 -9.47914 -0.2 0.2 0.9
H -2.55233 -4.05840 -7.82685 0.4 0.2 -0.6
H -3.99965 -4.46103 -7.18503 -0.7 0.3 0.1
H -3.32934 -1.72366 -8.48444 -0.9 0.2 -0.7
H -3.23077 -1.95688 -6.84623 0.6 -0.9 0.3
H -6.36933 -0.14172 -6.88921 -0.2 -0.9 -0.1
H -4.95550 0.11791 -7.86499 0.0 -0.3 -0.5
H -4.75967 -0.23958 -6.19772 0.0 0.2 0.3
C -12.46112 -7.42228 -8.85368 1.3 -0.9 -0.4
O -11.36327 -6.52803 -8.84910 -0.8 -0.9 -0.3
C -11.76390 -5.33665 -8.27695 -0.3 1.7 -1.2
C -11.50747 -5.20392 -6.81463 1.3 0.6 -0.7
N -10.04088 -5.08571 -6.67719 -0.6 0.1 0.6
C -9.61644 -5.59225 -5.40964 1.0 -0.8 1.9
C -9.76318 -4.58886 -4.22308 -0.5 0.5 -1.2
O -11.08228 -4.53327 -3.71870 -0.8 -0.3 0.1
C -11.71541 -3.25701 -3.67486 -0.1 -1.3 -0.1
H -12.15081 -8.18863 -9.56397 -0.3 -0.3 0.2
H -13.37580 -6.96187 -9.22717 -0.1 0.1 0.2
H -12.53154 -7.83920 -7.84904 -0.7 -0.2 0.0
H -12.79098 -5.06724 -8.52318 -0.5 -0.5 0.1
H -11.22794 -4.63029 -8.91092 0.4 0.8 0.8
H -11.89268 -6.05240 -6.24911 -0.2 -0.1 0.1
H -11.97750 -4.27767 -6.48416 -0.1 -0.1 0.3
H -9.57198 -5.60637 -7.40462 -0.2 -0.1 -0.1
H -8.60773 -6.00330 -5.45011 0.6 0.9 -0.2
H -10.07519 -6.54717 -5.15314 -1.0 -0.1 0.3
H -9.58909 -3.63226 -4.71571 0.6 0.3 0.2
H -9.14997 -4.71879 -3.33134 0.7 -0.3 -0.5
H -12.68498 -3.49994 -3.24009 -0.1 0.4 0.0
H -11.85678 -2.89732 -4.69405 0.0 0.4 0.0
H -11.19846 -2.53827 -3.03903 0.2 0.1 -0.1
C 11.65380 4.35681 1.25552 -1.4 0.9 -1.0
O 11.44372 5.74986 1.54468 1.2 -0.8 0.8
C 11.47001 5.94107 2.94071 -0.6 2.2 0.7
C 11.32483 7.51664 3.32913 0.3 -1.0 -0.1
N 12.44006 8.35331 2.97887 0.7 -1.4 1.0
C 12.82975 8.18500 1.64868 1.6 1.9 -1.0
C 13.46629 9.54108 1.26088 0.0 0.0 -0.8
O 14.61182 9.91418 1.99901 0.0 -1.3 1.0
C 15.29305 10.97631 1.45133 1.7 0.2 -0.4
H 12.31472 3.78186 1.90414 0.5 0.6 -0.1
H 11.91638 4.40940 0.19893 0.4 -0.7 0.1
H 10.68137 3.86888 1.32198 -0.2 -0.3 0.0
H 12.33759 5.53355 3.45969 0.6 0.1 -0.4
H 10.63763 5.36138 3.33970 -0.5 0.3 0.4
H 11.26690 7.56719 4.41641 -0.8 -0.1 0.0
H 10.49753 7.94018 2.75966 -1.0 -0.5 0.5
H 12.53836 9.31798 3.26147 -0.8 -0.4 0.6
H 12.01309 7.96642 0.96066 -0.4 0.3 -0.2
H 13.50064 7.33293 1.53922 0.4 0.1 -0.2
H 12.81980 10.39323 1.47065 -1.1 -0.3 -0.3
H 13.65203 9.55416 0.18690 0.4 0.0 -0.2
H 16.18532 11.21038 2.03198 -0.1 -0.4 0.5
H 14.80330 11.94849 1.39555 -0.8 -0.1 -0.3
H 15.72414 10.63655 0.50961 -0.3 0.5 -0.6
C 5.09414 -10.07870 6.47377 1.2 0.6 -0.3
O 6.30228 -9.96008 7.28052 -1.1 0.5 0.4
C 7.65028 -9.98933 6.81261 0.1 -0.9 -1.6
C 8.03815 -9.16972 5.50838 -0.9 0.1 3.0
N 7.70386 -7.75145 5.84170 -0.4 -0.4 -1.0
C 7.27962 -7.05706 4.61821 1.3 -0.8 0.6
C 6.50348 -5.83241 4.89340 -1.1 0.5 0.1
O 5.32197 -6.24082 5.56738 -1.0 0.7 0.5
C 4.46552 -5.16880 6.01826 0.8 -0.3 0.3
H 4.67901 -11.07314 6.30987 0.8 -0.5 0.1
H 5.25693 -9.59326 5.51151 -0.1 -0.1 -0.2
H 4.26508 -9.55098 6.94523 0.5 0.3 0.4
H 7.90573 -11.03906 6.66803 0.1 -0.3 -0.4
H 8.30416 -9.69458 7.63338 -0.4 0.5 0.1
H 7.59237 -9.62954 4.62637 -0.6 0.4 -0.2
H 9.10989 -9.28975 5.35004 0.1 0.1 0.2
H 6.89336 -7.65343 6.43633 -0.1 -0.9 0.5
H 6.63751 -7.74207 4.06452 0.2 0.1 -0.8
H 8.26286 -6.83062 4.20584 -0.5 0.2 -1.2
H 6.13584 -5.37872 3.97301 0.6 0.4 -0.3
H 7.08048 -5.13922 5.50549 0.0 0.3 0.0
H 3.72644 -5.63867 6.66717 0.1 0.2 0.0
H 3.95049 -4.53136 5.29957 -0.1 -0.7 -1.0
H 5.04911 -4.40283 6.52895 0.2 -0.3 0.7
C -11.41788 -12.89565 9.82579 1.3 0.5 0.4
O -10.60391 -12.76857 8.60684 -2.7 0.1 0.9
C -11.51110 -12.41776 7.52068 1.3 0.4 0.5
C -10.76435 -12.53010 6.23289 0.2 0.5 -2.1
N -10.01598 -11.33481 5.77554 -0.3 0.9 1.5
C -8.92917 -11.54998 4.85771 0.0 0.7 -0.4
C -8.39194 -10.19143 4.32404 0.0 0.5 -0.4
O -7.74721 -9.44991 5.30247 2.0 1.9 2.5
C -6.96854 -8.23053 4.93081 0.0 -2.4 -0.5
H -11.56021 -13.92165 10.16514 -0.3 -0.2 -0.7
H -12.34639 -12.32510 9.84649 -0.2 -0.3 -0.8
H -10.91952 -12.44534 10.68427 0.7 0.2 -0.2
H -11.85329 -11.38857 7.62922 0.1 0.3 0.2
H -12.43737 -12.99174 7.49513 0.3 -0.6 0.2
H -11.51999 -12.59859 5.45033 -0.2 -0.6 -0.1
H -10.12322 -13.40796 6.15269 -0.1 -0.4 0.4
H -9.54089 -10.91213 6.56023 -0.4 0.2 0.5
H -9.31236 -12.12929 4.01768 0.3 -0.1 -0.2
H -8.14569 -12.09151 5.38782 0.5 -0.2 -0.4
H -9.19337 -9.50424 4.05279 -0.6 -0.7 -0.9
H -7.65416 -10.30208 3.52935 -0.3 -0.6 -0.6
H -7.20634 -7.91986 3.91344 -0.8 0.6 0.3
H -5.91285 -8.47288 4.80874 0.2 -0.7 0.2
H -6.93635 -7.49029 5.73025 -1.0 0.0 -0.2
C 1.08905 -7.23769 2.21720 0.1 1.3 -0.2
O 0.67868 -7.36186 0.84934 0.7 -0.2 -0.2
C 0.91681 -6.20521 -0.03432 -0.2 -0.3 1.7
C 2.38254 -5.83558 -0.29145 0.7 0.7 0.1
N 2.61397 -4.51727 -0.92405 -1.1 -0.7 -0.6
C 2.06535 -4.47854 -2.27199 -1.2 3.2 -0.6
C 2.24039 -2.99664 -2.83118 2.0 -1.0 1.5
O 3.65193 -2.90609 -3.13823 -0.2 -0.4 0.4
C 4.17993 -1.60094 -3.16270 -0.1 -0.2 -0.9
H 1.74314 -8.02350 2.59505 0.2 -0.2 -0.6
H 0.28557 -7.16785 2.95044 -0.8 -0.3 -0.5
H 1.56971 -6.26954 2.35775 0.5 0.0 0.0
H 0.49753 -5.38288 0.54540 -0.3 0.5 -0.6
H 0.33776 -6.44599 -0.92585 0.1 0.2 0.1
H 2.90755 -6.58230 -0.88718 0.0 -0.6 0.3
H 2.84585 -5.64023 0.67565 0.2 -0.9 0.2
H 3.59457 -4.27723 -0.89400 0.1 -0.2 -0.2
H 0.98377 -4.47948 -2.13681 -0.2 -0.7 -0.1
H 2.35955 -5.20308 -3.03133 0.3 -0.3 0.2
H 2.09290 -2.37427 -1.94856 -0.3 0.2 0.1
H 1.59935 -2.58195 -3.60912 0.0 -0.7 -0.4
H 5.26987 -1.61186 -3.15887 0.0 -0.5 0.2
H 3.85967 -0.98106 -2.32527 -0.3 0.1 0.0
H 3.90445 -1.21629 -4.14466 -0.2 0.9 0.1
C 8.64452 8.65651 -2.56880 -0.3 -1.2 1.3
O 8.95503 9.35782 -3.70296 -0.7 1.3 -0.9
C 10.23222 9.95760 -3.72092 0.5 -0.5 -0.1
C 10.42857 10.55576 -5.09226 1.4 1.0 -1.8
N 11.44355 11.67212 -5.25774 -0.4 -0.2 -1.5
C 11.24533 12.46070 -6.56180 0.7 -0.9 1.2
C 12.21983 13.63146 -6.54797 -0.6 -0.1 -1.0
O 11.74029 14.62996 -5.70446 0.4 0.7 0.9
C 12.58421 15.75818 -5.55847 0.6 0.0 -0.2
H 8.72567 9.22548 -1.64263 0.5 0.2 0.1
H 9.21951 7.73273 -2.50464 0.6 0.0 0.3
H 7.62603 8.27061 -2.52557 -0.3 0.4 -0.8
H 10.93223 9.15557 -3.48673 0.5 -0.1 -0.3
H 10.45943 10.70723 -2.96294 -0.8 0.3 0.4
H 9.49625 10.82545 -5.58840 -0.6 0.3 0.6
H 10.81514 9.82329 -5.80088 0.0 -0.5 0.2
H 11.42103 12.42609 -4.58608 -0.5 -0.3 0.6
H 10.17518 12.64063 -6.66433 -0.1 1.0 0.1
H 11.47949 11.99720 -7.52015 0.3 -1.2 0.4
H 12.36771 13.99756 -7.56394 -0.5 0.4 -0.4
H 13.23534 13.28831 -6.35028 0.1 -0.3 0.9
H 12.41372 16.25121 -4.60141 -0.4 -0.1 -0.1
H 12.50338 16.46800 -6.38171 -0.6 0.2 -0.1
H 13.64904 15.52668 -5.58371 0.2 -0.6 0.2
C 3.28448 2.28029 1.63080 -0.6 0.7 -0.2
O 1.89021 1.92590 1.50671 1.9 -0.8 0.0
C 1.77914 0.58487 1.94489 -1.6 0.2 0.6
C 0.33278 0.18803 1.86646 -1.1 -0.4 0.1
N -0.33673 0.73993 0.70735 1.2 0.5 -0.6
C -1.76839 0.98814 0.73820 1.4 -1.2 0.1
C -2.41073 -0.21698 0.10928 -2.2 -0.5 0.4
O -2.19173 -1.42364 0.85668 0.9 0.8 -0.1
C -2.53100 -2.53819 0.08598 -1.3 0.2 -0.2
H 3.29450 3.06957 2.38249 0.6 0.1 -0.1
H 3.68384 2.61596 0.67375 -0.2 0.4 0.0
H 3.93806 1.45551 1.91482 -0.3 -0.1 0.3
H 1.88549 0.55232 3.02920 1.2 -0.2 0.1
H 2.42336 -0.11937 1.41847 0.2 0.2 -0.1
H -0.16658 0.49426 2.78567 -0.2 0.6 0.3
H 0.29392 -0.89560 1.97752 -0.2 -0.3 -0.6
H 0.11686 1.62638 0.53837 0.2 -0.1 -0.1
H -1.93955 1.89980 0.16578 -0.4 -0.2 0.0
H -2.04259 1.13331 1.78311 -0.7 0.0 0.1
H -2.22864 -0.33781 -0.95858 1.0 0.0 0.0
H -3.49596 -0.11643 0.09339 -0.5 0.4 0.2
H -2.59267 -3.43664 0.70006 0.9 0.0 -0.1
H -1.96814 -2.56280 -0.84712 0.6 -0.6 0.2
H -3.56489 -2.45082 -0.24800 -0.5 0.2 -0.2
```
Positions in Å, forces in eV/Å.

Values from the calculation:
multiplicity: 1
SMILES: COCCNCCOC.COCCNCCOC.COCCNCCOC.COCCNCCOC.COCCNCCOC.COCCNCCOC.COCCNCCOC.COCCNCCOC.COCCNCCOC.COCCNCCOC
highest occupied orbital energy: -8.2 eV
energy above the lowest of the compared OMol25 structures with the same formula, charge and spin: 1077.56 kJ/mol
orbital gap: 8.525 eV
LUMO energy: 0.356 eV

---

2.
Formula: C19H21GdN6O8P2S3
Source: OMol25
Level of theory: the ωB97M-V functional and the def2-TZVPD basis

```
60
Properties=species:S:1:pos:R:3:forces:R:3
Gd 0.86148 0.65000 0.44085 1.2 -0.2 1.7
N -2.93512 -5.64705 -3.90086 0.0 -0.1 0.1
C -2.29989 -4.64452 -3.20300 0.1 0.2 0.1
C -3.03817 -3.70407 -2.47514 -0.1 -0.1 -0.1
C -2.40043 -2.72367 -1.74265 0.0 0.1 0.1
C -1.01478 -2.67610 -1.72913 0.1 0.2 0.2
C -0.26129 -3.59368 -2.44863 0.0 0.0 0.0
C -0.90060 -4.57287 -3.17795 0.0 -0.1 0.0
S -0.19344 -1.40394 -0.83657 -0.4 -1.3 -1.0
O 0.75100 -1.94779 0.13868 -0.1 -0.4 -0.2
O -1.19708 -0.57139 -0.18932 -0.5 -0.2 -0.4
N 0.61290 -0.46556 -1.82015 -0.6 -0.2 0.3
C 1.96605 -0.66159 -1.95540 0.9 -0.1 -0.1
N 2.72930 -0.05330 -1.01924 -0.1 -0.4 -0.7
C 4.04410 -0.05808 -1.18665 0.0 0.0 0.2
C 4.63633 -0.69408 -2.26129 0.0 0.0 0.0
C 3.78039 -1.36235 -3.12230 0.0 0.0 0.1
N 2.46067 -1.35496 -2.98033 -0.2 0.0 -0.1
H -3.90854 -5.52688 -4.11443 0.0 0.0 0.0
H -2.40030 -6.14402 -4.58971 0.0 0.0 -0.1
H -4.12037 -3.75803 -2.49245 0.0 0.0 0.0
H -2.95883 -1.98841 -1.17843 0.0 0.0 0.0
H 0.81884 -3.52168 -2.44431 0.0 0.0 0.0
H -0.32091 -5.29488 -3.74094 0.0 0.0 0.0
H 4.62028 0.45291 -0.42301 0.0 0.0 0.0
H 5.70572 -0.68678 -2.40845 0.0 0.0 0.0
H 4.15947 -1.93633 -3.96164 0.0 0.0 0.0
S 2.46773 -0.61794 2.51290 0.2 0.0 -0.2
C 0.86146 -0.88346 2.97167 -0.3 0.3 0.3
N -0.12275 -0.11356 2.54081 -0.1 -0.5 0.2
C -1.34979 -0.48416 3.06084 -0.2 -0.2 0.1
C -2.56650 0.14106 2.79382 0.1 0.0 -0.1
C -3.70683 -0.33068 3.41737 0.0 0.0 0.0
C -3.65279 -1.41376 4.29520 0.0 -0.1 0.0
C -2.45018 -2.04568 4.56650 0.0 0.0 0.0
C -1.30538 -1.57177 3.94451 0.1 0.1 -0.1
S 0.34033 -2.13582 4.08047 0.0 0.1 -0.1
H -2.59754 0.96875 2.09477 -0.1 0.0 0.0
H -4.65928 0.14572 3.22454 0.0 0.0 0.0
H -4.56059 -1.76821 4.76548 0.0 0.0 0.0
H -2.40006 -2.88500 5.24811 0.0 0.0 0.0
N 1.58264 5.01674 1.57898 0.0 -0.2 0.0
C 0.84107 4.34166 0.45151 -0.1 -0.5 -0.2
C 0.24622 5.37141 -0.48696 0.1 0.2 0.0
P -0.50506 3.30373 1.18560 0.2 0.7 0.9
O 0.40408 2.67039 2.42183 -0.6 0.3 -0.4
O -1.57040 4.15007 1.74732 -0.1 0.1 -0.1
O -0.75487 2.20645 0.19063 -0.4 0.5 0.2
P 2.19040 3.29795 -0.29953 0.3 0.9 -0.5
O 1.47096 2.49970 -1.51337 0.2 0.5 0.2
O 3.22582 4.24441 -0.76659 0.0 0.1 0.1
O 2.47606 2.26592 0.75625 0.2 0.4 -0.3
H 0.96901 5.64882 2.09375 0.0 0.1 0.0
H 2.40021 5.49642 1.18818 0.0 0.1 0.0
H 1.90309 4.26856 2.20857 0.0 0.1 0.1
H -0.42190 6.04310 0.05670 0.0 0.0 0.0
H -0.35808 4.86022 -1.23636 0.0 0.0 0.0
H 1.02381 5.94700 -0.99359 0.0 0.0 0.0
H -0.20098 2.29489 3.08017 0.2 -0.1 0.1
H 1.58331 2.95617 -2.35765 -0.1 -0.2 0.0
```
Positions in Å, forces in eV/Å.

Values from the calculation:
multiplicity: 8
highest occupied orbital energy (alpha / beta): -7.6 / -7.5 eV
energy above the lowest of the compared OMol25 structures with the same formula, charge and spin: 0.00 kJ/mol
orbital gap (alpha / beta): 7.689 / 5.001 eV
LUMO energy (alpha / beta): 0.098 / -2.543 eV

---

3.
Formula: C6H6N4S
Source: OMol25
Level of theory: the ωB97M-V functional and the def2-TZVPD basis

```
17
Properties=species:S:1:pos:R:3:forces:R:3
C -2.53675 -0.38186 0.08534 -3.0 0.3 -0.2
C -1.07322 -0.69654 0.15881 -1.9 -0.5 -0.5
N -0.61501 -1.97835 -0.05640 1.0 -0.7 0.3
C 0.69219 -1.95775 -0.10792 1.0 1.0 -0.7
N 1.15289 -0.59434 0.01315 -2.1 -1.6 -0.2
C 2.42024 -0.01171 0.05173 -1.5 1.1 -0.3
S 3.68894 -1.03190 0.11050 0.5 0.8 0.1
N 2.33663 1.40296 -0.02311 0.4 0.7 -0.8
C 1.21033 2.09927 -0.12509 2.1 -2.4 1.2
N 0.04345 1.48054 0.04583 -0.8 0.9 0.1
C -0.04262 0.13440 0.13145 2.4 -0.4 0.0
H -2.89052 0.37317 -0.68044 1.2 -0.6 0.3
H -3.07156 -1.32673 -0.29652 0.7 1.3 1.1
H -3.13135 0.09506 0.98991 1.6 -1.5 -1.1
H 1.42320 -2.77525 -0.42261 -1.3 1.3 0.9
H 1.15285 3.18453 -0.21306 0.5 -0.3 -0.1
H -0.75970 1.98450 0.33846 -0.7 0.6 -0.2
```
Positions in Å, forces in eV/Å.

Values from the calculation:
multiplicity: 1
SMILES: Cc1ncn2c(=S)nc[nH]c12
highest occupied orbital energy: -8.6 eV
energy above the lowest of the compared OMol25 structures with the same formula, charge and spin: 170.79 kJ/mol
orbital gap: 8.233 eV
LUMO energy: -0.378 eV

---

| no. | E (eV) |
| --- | --- |
| 1 | -120479.7523 |
| 2 | -117291.8457 |
| 3 | -23113.7180 |